{
  "formula": "C15H15ClIN4O2PdSbSe5",
  "method": "ωB97M-V/def2-TZVPD",
  "species": ["Pd", "Cl", "C", "C", "C", "C", "O", "C", "C", "O", "C", "H", "H", "H", "H", "Se", "Sb", "Se", "Se", "Se", "C", "N", "C", "C", "N", "C", "C", "Se", "H", "H", "H", "H", "H", "H", "H", "H", "I", "C", "C", "N", "N", "C", "H", "H", "H"],
  "positions_angstrom": [[-0.13685, -0.48840, 0.01407], [6.17826, 1.67448, 3.23406], [4.88957, 0.92771, 2.33788], [5.01860, 0.74681, 0.96220], [3.98704, 0.18643, 0.24457], [2.79709, -0.23449, 0.86655], [1.88378, -0.83313, 0.12724], [2.68934, -0.05992, 2.26235], [1.55620, -0.51976, 3.06715], [0.59418, -1.15846, 2.68428], [3.73825, 0.53696, 2.97496], [5.92576, 1.06274, 0.46402], [4.06681, 0.05257, -0.82644], [1.64328, -0.25541, 4.13596], [3.62864, 0.69361, 4.04116], [0.63343, 2.64995, 4.33507], [0.40048, 3.65560, 2.18661], [-1.05891, 5.37744, 1.50173], [2.74618, 3.56303, 1.48911], [-0.34228, 1.85453, 0.27182], [-2.16588, -2.26584, 2.44387], [-2.56081, -0.88206, 2.67083], [-2.80619, -0.32131, 3.90160], [-3.21962, 0.94615, 3.68570], [-3.22300, 1.14336, 2.32444], [-3.56766, 2.40572, 1.67779], [-2.79054, 0.02841, 1.71400], [-2.50699, -0.17648, -0.14480], [-1.97704, -2.72320, 3.41031], [-1.25191, -2.29402, 1.86181], [-2.96730, -2.79330, 1.92881], [-2.65931, -0.87048, 4.81325], [-3.49690, 1.72551, 4.37178], [-4.32202, 2.90102, 2.28366], [-3.96517, 2.20471, 0.68770], [-2.69469, 3.05214, 1.58792], [-1.41102, -6.44721, -1.47847], [-0.49944, -4.67779, -0.95670], [0.83489, -4.47883, -0.65934], [0.97581, -3.18111, -0.37274], [-0.18254, -2.52914, -0.46827], [-1.09856, -3.42032, -0.82459], [1.66543, -5.16271, -0.63442], [1.77457, -2.58587, -0.11916], [-2.12577, -3.12829, -0.96513]],
  "forces_ev_per_a": [[0.247, -0.106, 0.303], [0.023, 0.006, 0.013], [-0.023, 0.007, -0.020], [-0.005, 0.013, 0.013], [-0.003, 0.002, -0.021], [-0.010, -0.063, 0.015], [0.109, 0.074, -0.144], [0.032, 0.023, 0.006], [-0.017, -0.006, 0.060], [-0.025, -0.001, -0.002], [-0.018, 0.002, 0.002], [0.002, 0.001, 0.003], [0.002, 0.004, 0.001], [0.007, -0.028, -0.014], [-0.002, 0.000, 0.005], [-0.090, 0.019, -0.027], [-0.362, -0.406, 0.322], [0.000, 0.141, -0.024], [0.294, 0.070, -0.190], [0.383, 0.338, -0.397], [-0.005, -0.003, 0.003], [0.004, 0.003, -0.023], [-0.019, -0.015, -0.010], [-0.015, 0.000, 0.002], [0.095, -0.004, 0.018], [-0.054, 0.000, -0.040], [-0.045, 0.030, 0.029], [-0.458, -0.069, 0.067], [-0.014, 0.002, 0.007], [0.011, 0.013, -0.004], [0.007, -0.002, 0.001], [0.009, 0.008, 0.001], [0.014, 0.005, 0.000], [0.004, 0.007, 0.005], [-0.005, -0.008, 0.003], [-0.040, -0.012, 0.042], [0.004, 0.014, 0.003], [-0.006, -0.007, -0.002], [-0.001, 0.006, 0.005], [-0.001, -0.019, -0.007], [-0.028, -0.040, -0.001], [0.007, -0.013, -0.009], [0.000, 0.001, -0.005], [-0.007, 0.010, 0.009], [0.000, 0.003, 0.002]],
  "lumo_ev": [-1.10, -2.39],
  "e_homo_ha": [-0.2954, -0.2948],
  "multiplicity": 3,
  "homo_lumo_gap_ev": [6.93, 5.64]
}



{
  "formula": "C15H15ClN4O5RhS",
  "method": "ωB97M-V/def2-TZVPD",
  "species": ["Rh", "O", "C", "C", "C", "C", "C", "C", "C", "N", "C", "C", "N", "H", "H", "H", "H", "H", "H", "H", "O", "Cl", "O", "O", "O", "C", "C", "C", "C", "N", "C", "S", "N", "C", "H", "H", "H", "H", "H", "H", "H", "H"],
  "positions_angstrom": [[0.64969, 0.62570, 0.00895], [1.23784, -0.12274, 1.97987], [2.12771, -0.96055, 2.27531], [1.98972, -1.72515, 3.48432], [2.93012, -2.63758, 3.85679], [4.05975, -2.85995, 3.05066], [4.24691, -2.12525, 1.88664], [3.31669, -1.18601, 1.47082], [3.57726, -0.36700, 0.30213], [2.70113, 0.13290, -0.56485], [3.40719, 0.82911, -1.50517], [4.73685, 0.75628, -1.20720], [4.82711, -0.00680, -0.08231], [1.09800, -1.55807, 4.07317], [2.80395, -3.19994, 4.77186], [4.78264, -3.61370, 3.33010], [5.11661, -2.31991, 1.27178], [2.92060, 1.32648, -2.32452], [5.59751, 1.18157, -1.69173], [5.67530, -0.20724, 0.42048], [-0.60944, 1.67944, -1.77199], [-0.17347, 2.85729, -1.03209], [-0.61510, 2.63579, 0.35491], [-0.75391, 4.02526, -1.55122], [1.25714, 2.88387, -1.02082], [-4.45041, 2.32494, 0.16822], [-3.98692, 1.07247, -0.48378], [-4.59893, 0.47497, -1.55448], [-4.06800, -0.72289, -2.05037], [-2.93909, -1.23404, -1.55678], [-2.31767, -0.61517, -0.57447], [-0.84160, -1.26887, 0.05181], [-2.87997, 0.47435, 0.01420], [-4.71245, -1.46046, -3.16850], [-5.39839, 2.65389, -0.24668], [-3.71261, 3.11428, 0.01157], [-4.55312, 2.18489, 1.24515], [-5.47636, 0.91830, -2.00125], [-2.37600, 0.94270, 0.75401], [-5.79693, -1.47211, -3.06894], [-4.32832, -2.47511, -3.21790], [-4.47104, -0.95592, -4.10770]],
  "forces_ev_per_a": [[-0.389, -0.946, -0.140], [0.316, -0.168, 0.384], [-0.033, 0.034, 0.030], [-0.011, -0.067, 0.187], [-0.093, -0.038, 0.084], [-0.017, 0.031, 0.033], [-0.111, 0.117, -0.211], [0.115, -0.025, 0.067], [0.140, 0.117, -0.341], [0.003, -0.002, 0.461], [0.202, -0.090, -0.094], [-0.118, 0.058, -0.283], [-0.075, -0.105, 0.139], [0.006, 0.063, -0.022], [-0.004, -0.035, -0.027], [0.022, 0.024, 0.018], [0.010, -0.017, 0.018], [-0.002, 0.057, 0.027], [0.000, -0.025, 0.008], [0.001, -0.024, 0.024], [0.165, -0.268, -0.241], [-1.242, 0.791, -0.311], [-0.027, -0.266, 0.499], [0.006, 0.340, -0.130], [0.804, 0.173, -0.072], [0.134, 0.139, 0.070], [-0.161, -0.102, -0.151], [-0.014, 0.025, 0.016], [0.209, 0.076, 0.197], [-0.077, -0.071, -0.247], [-0.023, -0.200, 0.195], [0.160, 0.341, 0.130], [0.040, 0.121, -0.434], [-0.037, -0.031, -0.101], [-0.016, -0.049, 0.014], [0.039, 0.020, -0.014], [-0.053, -0.016, -0.006], [-0.037, 0.000, 0.070], [0.175, -0.012, 0.141], [0.002, 0.033, 0.010], [0.006, 0.001, 0.009], [-0.015, -0.006, -0.005]],
  "lumo_ev": [-3.00, -5.73],
  "e_homo_ha": [-0.4183, -0.4378],
  "charge": 1,
  "multiplicity": 5,
  "homo_lumo_gap_ev": [8.39, 6.19]
}



{
  "formula": "C15H15ClNOTi",
  "method": "ωB97M-V/def2-TZVPD",
  "species": ["C", "C", "C", "H", "C", "C", "H", "H", "H", "H", "Ti", "Cl", "C", "C", "C", "H", "C", "C", "H", "H", "H", "H", "O", "N", "C", "C", "C", "C", "C", "H", "H", "H", "H", "H"],
  "positions_angstrom": [[0.73431, -1.24254, -0.04059], [0.83083, -1.45206, -1.46786], [-0.46077, -1.91848, -1.91578], [1.72561, -1.25911, -2.07779], [-1.36896, -1.82818, -0.82000], [-0.62229, -1.45196, 0.33538], [-0.95859, -1.57371, 1.35403], [1.54680, -0.98397, 0.63127], [-0.66396, -2.32164, -2.91630], [-2.43372, -2.03863, -0.79008], [-0.24852, 0.52114, -1.29449], [1.50072, 1.60374, -0.16648], [-0.17552, 2.27084, -2.57112], [-1.42020, 1.57321, -2.81426], [-1.10151, 0.36578, -3.53251], [-2.42710, 1.93256, -2.57809], [0.30383, 0.29326, -3.68844], [0.88937, 1.44016, -3.07020], [1.95726, 1.67766, -3.06095], [-0.06291, 3.28911, -2.20823], [-1.82824, -0.31189, -3.97874], [0.85786, -0.45715, -4.25728], [-1.50305, 0.99629, -0.02550], [-2.02179, 1.08030, 1.23247], [-3.30926, 1.50355, 1.24829], [-3.98080, 1.50327, 2.46533], [-3.28121, 1.18673, 3.63403], [-1.94308, 0.76215, 3.57319], [-1.32988, 0.68780, 2.33048], [-3.74874, 1.73056, 0.27940], [-5.01566, 1.81722, 2.50019], [-3.76699, 1.29492, 4.59831], [-1.38019, 0.41951, 4.47316], [-0.29405, 0.36185, 2.25208]],
  "forces_ev_per_a": [[-0.857, -0.914, -0.368], [-0.032, -1.035, 0.692], [0.395, 0.353, 0.615], [-0.550, -0.471, 0.427], [1.024, -0.355, 0.118], [1.289, -1.414, -0.712], [-0.224, 0.567, -0.102], [-0.264, 0.073, -0.300], [-0.061, 0.656, 0.473], [0.207, -0.023, -0.293], [0.697, -2.028, -0.523], [0.947, 0.764, 0.920], [-0.580, -0.172, -1.216], [0.448, 0.545, -1.404], [0.067, 1.166, 0.137], [0.547, -0.202, -0.078], [0.031, 1.439, -0.103], [-0.582, 0.001, -1.140], [-0.583, -0.147, 0.136], [-0.053, -0.482, 0.280], [0.218, -0.010, 0.501], [-0.235, 0.035, 0.528], [-1.986, 1.334, 1.889], [1.699, -0.219, -1.965], [-2.244, 0.046, 1.329], [0.848, 0.414, -1.334], [-1.014, 0.116, 1.280], [1.403, -0.606, -0.890], [0.208, 0.031, 2.251], [0.224, -0.085, 0.345], [-0.012, 0.002, -0.040], [-0.041, -0.093, -0.068], [-0.513, 0.439, -0.883], [-0.422, 0.275, -0.502]],
  "lumo_ev": [3.11, 5.02],
  "e_homo_ha": [0.1060, -0.0651],
  "charge": -2,
  "multiplicity": 4,
  "homo_lumo_gap_ev": [0.23, 6.80]
}



no.,largest force on an atom (eV Å⁻¹),DFT total energy (Eh)
1,0.65,-14083.28822
2,1.51,-2144.24677
3,3.05,-2020.12255